[1]
This record from the Open Molecules 2025 dataset describes C49H44BF4N3P3V as an isolated structure. The level of theory is ωB97M-V/def2-TZVPD.

Atoms and positions in Å:
V1 -0.188 -0.419 -0.602
C1 1.298 -0.662 2.608
N1 2.395 0.026 2.002
C2 3.026 -0.649 0.899
P1 2.187 -0.341 -0.748
C3 3.117 1.044 -1.506
C4 4.509 1.047 -1.483
C5 5.215 2.047 -2.124
C6 4.537 3.043 -2.810
C7 3.155 3.015 -2.888
C8 2.448 2.013 -2.245
C9 2.878 -1.630 -1.840
C10 3.354 -2.864 -1.419
C11 3.790 -3.789 -2.352
C12 3.728 -3.506 -3.704
C13 3.210 -2.295 -4.134
C14 2.791 -1.362 -3.208
C15 3.087 1.045 2.674
C16 3.728 2.037 1.928
C17 4.429 3.050 2.554
C18 4.486 3.109 3.937
C19 3.837 2.144 4.687
C20 3.159 1.110 4.066
P2 -0.355 -0.402 1.741
C21 -1.022 1.130 2.473
C22 -0.273 2.121 3.094
C23 -0.904 3.244 3.605
C24 -2.277 3.392 3.498
C25 -3.028 2.412 2.868
C26 -2.403 1.291 2.359
C27 -1.361 -1.600 2.686
C28 -1.250 -1.662 4.076
C29 -2.017 -2.564 4.791
C30 -2.902 -3.405 4.136
C31 -3.033 -3.326 2.761
C32 -2.275 -2.421 2.040
H1 1.158 -0.327 3.636
H2 1.457 -1.750 2.608
H3 2.946 -1.732 1.064
H4 4.084 -0.374 0.847
H5 5.043 0.265 -0.964
H6 6.294 2.046 -2.091
H7 5.089 3.829 -3.304
H8 2.628 3.773 -3.449
H9 1.368 1.975 -2.336
H10 3.374 -3.127 -0.372
H11 4.169 -4.740 -2.016
H12 4.069 -4.233 -4.423
H13 3.132 -2.083 -5.191
H14 2.386 -0.415 -3.551
H15 3.673 2.014 0.850
H16 4.925 3.803 1.961
H17 5.044 3.893 4.425
H18 3.865 2.184 5.766
H19 2.711 0.340 4.676
H20 0.798 2.027 3.194
H21 -0.318 4.006 4.096
H22 -2.761 4.262 3.913
H23 -4.101 2.518 2.788
H24 -2.979 0.504 1.883
H25 -0.587 -0.998 4.612
H26 -1.921 -2.609 5.865
H27 -3.490 -4.111 4.699
H28 -3.722 -3.971 2.240
H29 -2.389 -2.361 0.970
N2 -2.424 1.295 -1.724
P3 -2.351 -0.402 -1.492
C33 -4.004 -0.780 -0.858
C34 -4.475 -2.089 -0.939
C35 -5.641 -2.443 -0.287
C36 -6.337 -1.499 0.454
C37 -5.880 -0.192 0.523
C38 -4.711 0.169 -0.123
C39 -2.352 -0.939 -3.231
C40 -3.469 -1.357 -3.946
C41 -3.315 -1.821 -5.243
C42 -2.052 -1.914 -5.807
C43 -0.945 -1.456 -5.113
C44 -1.102 -0.934 -3.846
C45 -1.519 2.114 -1.113
C46 -1.715 3.498 -1.061
C47 -0.804 4.292 -0.396
C48 0.299 3.678 0.194
C49 0.432 2.315 0.087
N3 -0.440 1.524 -0.560
H30 -3.204 1.733 -2.202
H31 -3.916 -2.822 -1.502
H32 -6.001 -3.458 -0.353
H33 -7.234 -1.782 0.981
H34 -6.431 0.546 1.089
H35 -4.348 1.187 -0.055
H36 -4.451 -1.323 -3.494
H37 -4.179 -2.130 -5.811
H38 -1.929 -2.330 -6.795
H39 0.038 -1.524 -5.554
H40 -0.240 -0.545 -3.307
H41 -2.582 3.924 -1.544
H42 -0.949 5.358 -0.328
H43 1.041 4.249 0.728
H44 1.280 1.809 0.535
F1 0.047 -4.558 -1.107
B1 -0.221 -3.258 -0.955
F2 0.344 -2.746 0.259
F3 0.312 -2.455 -1.981
F4 -1.588 -2.965 -0.939

Forces on the atoms, in the same order (eV/Å):
V 0.7 -2.9 -0.5
C -0.4 -0.1 0.0
N 0.0 0.2 -0.1
C -0.1 -0.2 -0.3
P 2.3 -0.2 -0.1
C -0.3 0.1 0.1
C -0.1 0.1 0.1
C 0.1 0.0 0.1
C -0.1 0.1 -0.1
C 0.1 0.1 -0.1
C -0.1 -0.1 0.1
C -0.2 -0.1 -0.1
C -0.1 0.3 0.1
C 0.1 -0.1 -0.1
C 0.0 -0.1 0.0
C 0.0 0.0 0.0
C 0.0 0.0 0.1
C 0.2 0.2 0.2
C -0.1 -0.1 0.0
C 0.1 0.0 0.1
C 0.1 0.1 0.1
C 0.0 0.0 0.0
C -0.1 -0.1 -0.1
P -0.1 -0.2 2.1
C 0.0 0.1 -0.1
C -0.1 -0.2 0.0
C 0.0 0.1 0.1
C 0.1 0.1 0.0
C -0.1 0.0 0.0
C 0.1 -0.1 -0.1
C 0.0 0.0 -0.2
C 0.0 0.0 -0.1
C 0.1 0.0 0.1
C 0.0 0.0 -0.1
C -0.1 0.0 0.0
C 0.1 0.1 -0.1
H 0.0 -0.1 -0.2
H -0.1 0.1 0.1
H 0.1 0.1 -0.1
H -0.2 -0.1 0.0
H 0.1 -0.1 0.0
H 0.1 0.0 0.0
H 0.1 0.1 0.0
H 0.0 0.0 0.0
H 0.1 0.1 0.0
H 0.0 0.0 0.1
H 0.0 -0.1 0.0
H 0.0 -0.1 -0.1
H 0.0 0.0 -0.1
H 0.1 0.0 0.0
H 0.0 0.0 -0.1
H 0.0 0.1 -0.1
H 0.0 0.1 0.1
H 0.1 0.0 0.1
H -0.1 0.0 0.0
H 0.1 0.0 0.0
H 0.1 0.1 0.1
H 0.0 0.1 0.0
H -0.1 0.0 0.0
H -0.1 0.0 0.1
H 0.0 0.0 0.0
H 0.0 0.0 0.1
H -0.1 -0.1 0.1
H -0.1 -0.1 -0.1
H 0.0 -0.1 -0.1
N -0.3 0.1 0.1
P -1.9 0.5 -1.3
C 0.3 -0.2 0.3
C 0.1 0.1 0.0
C -0.1 0.0 0.0
C 0.0 0.0 0.0
C -0.1 0.0 0.1
C 0.1 0.0 -0.2
C 0.1 -0.1 0.2
C 0.1 0.0 0.1
C 0.0 -0.1 -0.1
C -0.1 0.1 0.0
C 0.1 0.1 -0.1
C -0.1 0.0 0.2
C 0.0 0.4 0.1
C 0.1 0.2 0.0
C 0.0 -0.5 -0.1
C 0.1 -0.1 0.0
C 0.2 0.6 0.1
N -0.5 2.0 -0.4
H 0.2 0.0 0.1
H 0.0 -0.1 0.0
H 0.0 -0.1 0.0
H -0.1 0.0 0.0
H 0.0 0.0 0.0
H 0.0 0.0 0.0
H 0.0 0.0 0.0
H -0.1 -0.1 0.0
H 0.0 0.0 -0.1
H 0.1 0.1 -0.1
H 0.0 -0.1 -0.1
H -0.1 0.0 0.0
H 0.0 0.1 0.0
H 0.1 0.0 0.1
H 0.0 0.1 0.1
F 0.2 -0.7 -0.1
B -0.1 -0.2 0.1
F 0.1 0.5 0.1
F 0.1 0.7 -0.2
F -0.7 -0.2 0.1

Output
expectation value of S²: 3.768
charge: +1
LUMO energy (alpha / beta): -2.55 / -2.87 eV
2S+1: 4
highest occupied orbital energy (alpha / beta): -10.3 / -10.3 eV

---

[2]
This record from the Open Molecules 2025 dataset describes C49H45AsAuN3O2P as an isolated structure. The level of theory is ωB97M-V/def2-TZVPD.

Atoms and positions in Å:
Au1 0.957 -1.700 1.245
C1 1.146 1.265 4.499
C2 2.464 1.728 3.922
C3 2.837 3.041 4.021
C4 4.032 3.515 3.476
C5 4.938 2.616 2.944
C6 4.648 1.249 2.868
C7 5.658 0.253 2.363
C8 3.356 0.768 3.293
N1 2.909 -0.504 3.070
C9 3.457 -1.574 3.685
O1 4.335 -1.491 4.554
C10 2.951 -2.908 3.313
C11 3.665 -3.949 3.924
C12 3.324 -5.242 3.601
C13 2.263 -5.550 2.747
C14 1.599 -4.465 2.184
N2 1.947 -3.166 2.435
C15 0.388 -4.775 1.375
O2 -0.018 -5.958 1.240
N3 -0.162 -3.727 0.687
C16 -1.217 -3.885 -0.175
C17 -2.575 -3.875 0.249
C18 -2.828 -3.702 1.736
C19 -3.582 -3.917 -0.659
C20 -3.349 -3.993 -2.007
C21 -2.034 -4.103 -2.445
C22 -0.939 -4.016 -1.563
C23 0.496 -4.126 -2.049
H1 0.453 2.080 4.609
H2 1.259 0.755 5.470
H3 0.708 0.498 3.820
H4 2.153 3.702 4.521
H5 4.244 4.587 3.522
H6 5.876 3.013 2.549
H7 6.578 0.673 1.962
H8 5.209 -0.358 1.542
H9 5.855 -0.468 3.189
H10 4.387 -3.627 4.696
H11 3.903 -6.064 4.043
H12 1.982 -6.588 2.557
H13 -2.817 -2.651 2.058
H14 -2.031 -4.147 2.314
H15 -3.780 -4.178 2.032
H16 -4.607 -3.883 -0.316
H17 -4.164 -3.993 -2.712
H18 -1.905 -4.318 -3.480
H19 0.855 -3.157 -2.473
H20 0.534 -4.876 -2.851
H21 1.139 -4.388 -1.176
C24 -0.145 0.083 -1.816
C25 -0.752 1.423 -2.229
As1 -1.669 1.341 -4.025
C26 -3.454 0.643 -3.445
C27 -4.123 1.138 -2.329
C28 -5.417 0.671 -2.024
C29 -6.042 -0.234 -2.862
C30 -5.350 -0.744 -3.999
C31 -4.054 -0.315 -4.287
C32 -2.168 3.249 -4.043
C33 -1.157 4.171 -3.754
C34 -1.443 5.520 -3.582
C35 -2.758 5.996 -3.804
C36 -3.779 5.052 -4.068
C37 -3.487 3.703 -4.195
P1 0.601 0.156 -0.104
C38 2.166 0.887 -0.642
C39 3.272 0.084 -0.853
C40 4.399 0.617 -1.507
C41 4.392 1.935 -1.990
C42 3.306 2.756 -1.646
C43 2.236 2.277 -0.907
C44 -0.601 1.129 0.832
C45 -0.200 2.336 1.493
C46 -1.203 3.135 2.090
C47 -2.542 2.724 2.079
C48 -2.894 1.478 1.548
C49 -1.936 0.663 0.974
H22 0.597 -0.222 -2.563
H23 -0.982 -0.649 -1.741
H24 -0.018 2.220 -2.290
H25 -1.532 1.774 -1.550
H26 -3.662 1.867 -1.674
H27 -5.892 1.066 -1.132
H28 -7.096 -0.478 -2.739
H29 -5.795 -1.521 -4.631
H30 -3.421 -0.785 -5.053
H31 -0.117 3.856 -3.657
H32 -0.604 6.220 -3.371
H33 -2.990 7.070 -3.718
H34 -4.806 5.354 -4.157
H35 -4.271 2.974 -4.375
H36 3.268 -0.935 -0.529
H37 5.296 0.011 -1.677
H38 5.197 2.280 -2.581
H39 3.297 3.807 -1.894
H40 1.389 2.932 -0.645
H41 0.812 2.664 1.461
H42 -0.941 4.032 2.601
H43 -3.312 3.380 2.444
H44 -3.927 1.122 1.571
H45 -2.185 -0.335 0.586

Forces on the atoms, in the same order (eV/Å):
Au 0.3 0.2 -0.7
C 0.3 -1.2 -0.6
C -0.4 -0.7 -0.1
C -0.2 0.0 -0.1
C -0.2 0.2 0.4
C 0.3 -0.6 -0.5
C 0.6 0.2 -0.1
C -0.7 -1.0 -0.2
C -0.4 0.0 -0.3
N 0.2 1.3 1.2
C 1.0 1.4 -0.1
O -0.9 0.0 -0.4
C -0.2 -1.9 -0.5
C -0.6 0.7 0.1
C 0.5 -1.2 0.3
C 0.7 0.8 0.3
C 0.2 0.2 1.0
N 0.3 -0.9 0.6
C -1.2 -1.3 -1.7
O 1.0 2.6 0.6
N -0.1 -1.2 0.5
C 0.1 0.5 -0.6
C 1.1 0.7 1.8
C -0.4 -0.2 -0.1
C -1.4 0.1 0.5
C 0.9 -0.2 -0.5
C 0.4 0.1 0.7
C -0.3 -0.1 -0.7
C -0.2 0.3 0.4
H -0.2 0.3 0.1
H 0.2 0.3 -0.3
H 0.2 0.6 0.4
H -0.1 0.4 0.1
H 0.1 -0.4 -0.1
H -0.2 -0.4 0.1
H -0.1 0.2 0.3
H 0.2 0.4 0.5
H 0.1 0.6 -0.6
H -0.3 -0.6 -0.8
H -0.3 0.3 -0.1
H -0.1 0.6 -0.1
H -0.3 -0.1 -0.3
H 0.1 -0.4 0.1
H 0.4 0.4 -0.1
H 0.0 0.0 0.2
H -0.1 -0.1 -0.1
H 0.5 0.1 -0.7
H -0.3 -0.6 0.3
H 0.2 0.2 0.3
H -0.3 0.0 -1.0
C -1.4 -0.2 0.5
C -0.5 0.2 -0.3
As -0.4 -0.1 0.3
C 0.6 0.2 -0.3
C -0.5 -0.8 -0.2
C 0.8 0.4 -0.1
C 0.3 -0.2 -1.3
C -0.1 0.0 0.5
C 0.2 -0.1 1.0
C 0.1 0.1 0.4
C -0.1 0.1 0.0
C -0.3 1.0 -0.7
C 0.2 -0.7 0.4
C 0.9 0.6 0.1
C 0.7 -0.4 0.2
P -0.4 -1.3 -0.6
C -0.2 1.7 1.2
C 0.7 0.6 -0.5
C -0.1 0.2 -0.3
C -1.4 -1.0 1.3
C 0.3 0.2 0.2
C -0.4 -0.7 -0.5
C 0.4 1.7 1.3
C -2.4 -0.8 -0.7
C 0.0 -1.4 -0.3
C 0.6 -0.3 -0.5
C -0.2 0.0 0.1
C 1.2 -0.1 -0.6
H -0.1 -0.3 0.4
H 0.6 0.1 -0.3
H 0.2 0.0 -0.1
H 0.2 -0.1 0.1
H 0.0 0.1 0.0
H -0.2 -0.1 -0.2
H 0.3 -0.2 0.2
H 0.0 0.5 0.3
H -0.6 0.3 0.1
H -0.3 0.0 0.0
H -0.8 -0.5 -0.1
H 0.1 -0.7 0.0
H -0.2 0.3 -0.1
H 0.0 0.2 0.0
H 0.0 -0.5 0.1
H -0.5 0.1 0.1
H 0.7 0.5 -0.4
H 0.2 0.1 -0.2
H 0.6 -0.4 -0.2
H 0.6 0.2 0.1
H 0.2 0.6 0.1
H -0.1 0.1 0.3
H 0.3 0.2 0.1
H -0.1 0.5 0.1

Output
expectation value of S²: 2.051
charge: +1
LUMO energy (alpha / beta): -2.89 / -5.64 eV
2S+1: 3
energy above the lowest of the compared OMol25 structures with the same formula, charge and spin: 0.00 kJ/mol
highest occupied orbital energy (alpha / beta): -10.4 / -10.4 eV

---

no.,largest force on an atom (eV/A),molecular weight (g mol⁻¹)
1,3.0,905.6
2,2.8,1010.8